Here is a single C5H7N molecule at a distorted geometry from the OMol25 dataset. Energies are from ωB97M-V with the def2-TZVPD basis set.

ORCA input file:
```
! wB97M-V def2-TZVPD RIJCOSX def2/J DEFGRID3
* xyz 0 1
C -1.123 1.054 2.390
C -0.922 0.105 1.683
C -0.688 -0.951 0.778
C 0.164 -1.116 -0.247
C 0.962 0.063 -0.709
N 0.620 0.445 -2.047
H -1.688 1.860 2.807
H -1.166 -1.895 1.179
H 0.336 -2.065 -0.832
H 0.712 0.887 -0.036
H 2.080 -0.095 -0.581
H -0.407 0.380 -2.147
H 1.120 1.331 -2.239
*
```

Properties
SMILES: C#C/C=C\CN
HOMO-LUMO gap: 9.712 eV
Max |F|: 3.718 eV Å⁻¹
Energy above the lowest of the compared OMol25 structures with the same formula, charge and spin: 304.4 kJ/mol
Lowest unoccupied orbital energy: 0.670 eV